{"formula": "C88H216N16", "method": "ωB97M-V with the def2-TZVPD basis set", "homo_lumo_gap_ev": 8.3659, "e_homo_ha": -0.2925, "relative_energy_kcal_mol": 0.0, "total_energy_ha": -4358.3846, "elements": ["C", "C", "N", "H", "H", "H", "C", "C", "N", "H", "H", "H", "C", "C", "N", "C", "C", "C", "C", "H", "H", "H", "H", "H", "H", "H", "H", "H", "H", "H", "H", "H", "H", "H", "C", "C", "N", "C", "C", "C", "C", "H", "H", "H", "H", "H", "H", "H", "H", "H", "H", "H", "H", "H", "H", "H", "C", "C", "N", "C", "C", "C", "C", "H", "H", "H", "H", "H", "H", "H", "H", "H", "H", "H", "H", "H", "H", "H", "C", "C", "N", "C", "C", "C", "C", "H", "H", "H", "H", "H", "H", "H", "H", "H", "H", "H", "H", "H", "H", "H", "C", "C", "N", "C", "C", "C", "C", "H", "H", "H", "H", "H", "H", "H", "H", "H", "H", "H", "H", "H", "H", "H", "C", "C", "N", "C", "C", "C", "C", "H", "H", "H", "H", "H", "H", "H", "H", "H", "H", "H", "H", "H", "H", "H", "C", "C", "N", "C", "C", "C", "C", "H", "H", "H", "H", "H", "H", "H", "H", "H", "H", "H", "H", "H", "H", "H", "C", "C", "N", "C", "C", "C", "C", "H", "H", "H", "H", "H", "H", "H", "H", "H", "H", "H", "H", "H", "H", "H", "C", "C", "N", "C", "C", "C", "C", "H", "H", "H", "H", "H", "H", "H", "H", "H", "H", "H", "H", "H", "H", "H", "C", "C", "N", "C", "C", "C", "C", "H", "H", "H", "H", "H", "H", "H", "H", "H", "H", "H", "H", "H", "H", "H", "C", "C", "N", "C", "C", "C", "C", "H", "H", "H", "H", "H", "H", "H", "H", "H", "H", "H", "H", "H", "H", "H", "C", "C", "N", "C", "C", "C", "C", "H", "H", "H", "H", "H", "H", "H", "H", "H", "H", "H", "H", "H", "H", "H", "C", "C", "N", "C", "C", "C", "C", "H", "H", "H", "H", "H", "H", "H", "H", "H", "H", "H", "H", "H", "H", "H", "C", "C", "N", "C", "C", "C", "C", "H", "H", "H", "H", "H", "H", "H", "H", "H", "H", "H", "H", "H", "H", "H"], "coordinates": [[3.1520, -5.7414, 2.8966], [3.5649, -4.5740, 2.1197], [3.8011, -3.6094, 1.5499], [3.8674, -6.5493, 2.7176], [2.1481, -6.0246, 2.5881], [3.1051, -5.4225, 3.9365], [4.8291, -1.8276, -0.9269], [4.2988, -0.9135, -1.9274], [3.8571, -0.2161, -2.7144], [5.4944, -2.5703, -1.3606], [4.0508, -2.4334, -0.4564], [5.3979, -1.2640, -0.1866], [-1.5356, 5.2344, 2.3405], [-1.0366, 3.8216, 2.6357], [-1.7587, 3.2057, 3.7335], [-3.1640, 2.9003, 3.4579], [-3.9658, 2.3551, 4.6444], [-1.0304, 2.0885, 4.3406], [-0.9641, 0.7987, 3.5076], [-2.5492, 5.2598, 1.9218], [-0.9242, 5.7495, 1.5899], [-1.5756, 5.8699, 3.2323], [-1.0987, 3.2433, 1.7013], [-0.0068, 3.9263, 2.9841], [-3.6304, 3.8407, 3.1619], [-3.3169, 2.1238, 2.6894], [-3.8957, 3.0274, 5.5063], [-5.0061, 2.2167, 4.3501], [-3.5936, 1.3867, 4.9825], [-1.4966, 1.8987, 5.3051], [-0.0267, 2.4586, 4.4912], [-0.6570, 0.9594, 2.4660], [-1.9600, 0.3673, 3.3857], [-0.2397, 0.1265, 3.9636], [-3.4893, -2.7035, -2.8700], [-4.3292, -3.8998, -3.2881], [-4.6807, -4.8207, -2.2208], [-3.5210, -5.3061, -1.4606], [-3.7756, -6.7165, -0.9233], [-5.7392, -4.3653, -1.3062], [-7.0377, -3.8900, -1.9419], [-3.2958, -2.0548, -3.7192], [-2.5684, -3.0569, -2.4064], [-3.9699, -2.1435, -2.0618], [-5.2656, -3.5964, -3.7534], [-3.8036, -4.5499, -3.9975], [-3.2290, -4.6802, -0.6029], [-2.7032, -5.3124, -2.1783], [-4.0835, -7.3476, -1.7606], [-4.6466, -6.7431, -0.2633], [-2.8949, -7.0674, -0.3881], [-5.9793, -5.1638, -0.5915], [-5.4403, -3.5991, -0.5625], [-6.8980, -2.9930, -2.5500], [-7.4423, -4.6251, -2.6456], [-7.8042, -3.7544, -1.1810], [3.9304, -0.4645, 5.8983], [4.5291, -0.6661, 4.5093], [5.7166, 0.1537, 4.1639], [5.4592, 1.6055, 4.1920], [4.3589, 2.0231, 3.2162], [6.1895, -0.2591, 2.8255], [6.9580, -1.5560, 2.8534], [3.2867, 0.4252, 5.8848], [4.7300, -0.4259, 6.6388], [3.3382, -1.3473, 6.1650], [4.8987, -1.6857, 4.4517], [3.7859, -0.5323, 3.7102], [5.2106, 1.8138, 5.2402], [6.4149, 2.0563, 3.9382], [4.1796, 3.0939, 3.2700], [4.6346, 1.8108, 2.1805], [3.4132, 1.5498, 3.4788], [6.7831, 0.5763, 2.4460], [5.3315, -0.3523, 2.1370], [7.3451, -1.7831, 1.8552], [6.2977, -2.3129, 3.2596], [7.8653, -1.4105, 3.4477], [2.6553, 6.5058, 2.8223], [2.6145, 7.5201, 3.9598], [3.5491, 8.6570, 3.8532], [4.9093, 8.1332, 3.9516], [6.0069, 9.1839, 3.9686], [3.2563, 9.7424, 4.7965], [3.2564, 9.3984, 6.2861], [1.8834, 5.7624, 3.0247], [3.6023, 5.9670, 2.7373], [2.5185, 7.0116, 1.8588], [1.6224, 7.9665, 3.9974], [2.8092, 6.9875, 4.9072], [5.0740, 7.4917, 4.8422], [5.0718, 7.4417, 3.1171], [6.1914, 9.6331, 4.9497], [6.9797, 8.7540, 3.7164], [5.8152, 9.8975, 3.1672], [2.2572, 10.1173, 4.5399], [4.0110, 10.4890, 4.5481], [2.5881, 8.5984, 6.6046], [3.0239, 10.2930, 6.8718], [4.2506, 9.0833, 6.6238], [-2.8896, -4.2557, 2.1844], [-3.4236, -2.8598, 1.8504], [-4.8624, -2.7110, 2.0015], [-5.4024, -2.9088, 3.3388], [-5.0679, -1.8510, 4.3958], [-5.3664, -1.5143, 1.2962], [-6.9047, -1.4387, 1.2476], [-1.8229, -4.2493, 1.9768], [-3.3954, -5.0067, 1.5713], [-3.0710, -4.5293, 3.2226], [-2.8511, -2.1296, 2.4410], [-3.2360, -2.6110, 0.8055], [-6.4932, -3.0167, 3.3217], [-5.0675, -3.8975, 3.6669], [-5.5101, -0.8802, 4.1430], [-5.4358, -2.1236, 5.3838], [-3.9904, -1.6727, 4.4463], [-4.9910, -1.5610, 0.2690], [-4.9780, -0.5716, 1.7236], [-7.1770, -0.6752, 0.5175], [-7.3238, -1.1455, 2.2096], [-7.3188, -2.4038, 0.9760], [3.7204, -4.1930, -3.7215], [4.4987, -4.9780, -4.7646], [5.6981, -4.2812, -5.2348], [6.8233, -4.2109, -4.2794], [7.1957, -5.5082, -3.5830], [5.4184, -3.0272, -5.9730], [4.3777, -3.1828, -7.0993], [3.4101, -3.2154, -4.1140], [4.2800, -4.0994, -2.7826], [2.8068, -4.6964, -3.3790], [4.8755, -5.9339, -4.3892], [3.9003, -5.1966, -5.6476], [6.6867, -3.4053, -3.5384], [7.6581, -3.8515, -4.8935], [8.1160, -5.3489, -3.0203], [7.2693, -6.3565, -4.2722], [6.4364, -5.8498, -2.8694], [5.1197, -2.1981, -5.3123], [6.3865, -2.6871, -6.3548], [4.7427, -3.8670, -7.8730], [3.3924, -3.4959, -6.7499], [4.2553, -2.2211, -7.6036], [-4.9865, 7.8535, -0.5507], [-6.2729, 7.0360, -0.7257], [-6.0807, 5.6339, -1.0995], [-5.3979, 4.8943, -0.0360], [-5.0234, 3.4916, -0.4491], [-7.3386, 5.0135, -1.5240], [-8.0146, 5.6635, -2.7200], [-5.2927, 8.9092, -0.5639], [-4.2668, 7.6609, -1.3430], [-4.4344, 7.6951, 0.3778], [-6.8544, 7.1149, 0.2065], [-6.8511, 7.4513, -1.5513], [-4.4788, 5.4257, 0.2429], [-6.0207, 4.9310, 0.8805], [-4.2876, 3.0605, 0.2319], [-5.8816, 2.8149, -0.4272], [-4.6070, 3.5672, -1.4536], [-8.0511, 4.9766, -0.6856], [-7.0999, 3.9814, -1.7801], [-7.2598, 5.8612, -3.4793], [-8.5124, 6.6030, -2.4745], [-8.7780, 5.0004, -3.1309], [-6.5212, 0.1844, -2.3140], [-7.0748, 1.1711, -3.2908], [-7.8665, 0.5348, -4.3496], [-9.1908, 0.1522, -3.8442], [-10.0224, -0.6771, -4.8086], [-7.9329, 1.3803, -5.5256], [-8.7539, 2.6483, -5.3650], [-5.9612, 0.6363, -1.4917], [-5.7926, -0.4811, -2.7767], [-7.2798, -0.4257, -1.8230], [-7.6510, 1.9514, -2.7796], [-6.2652, 1.7066, -3.7799], [-9.0333, -0.4644, -2.9543], [-9.7667, 1.0223, -3.5011], [-10.8062, -1.2093, -4.2726], [-10.4783, -0.0713, -5.5944], [-9.4300, -1.4458, -5.3122], [-8.2857, 0.7892, -6.3729], [-6.8999, 1.6140, -5.7966], [-8.7078, 3.2534, -6.2637], [-8.3706, 3.2643, -4.5562], [-9.7838, 2.3715, -5.1287], [2.0267, 6.3795, -1.1905], [2.2292, 4.8668, -1.2144], [1.1449, 4.1181, -1.8118], [1.6324, 2.8393, -2.3589], [2.4610, 2.9833, -3.6150], [0.0213, 4.0728, -0.8878], [-1.3533, 3.9768, -1.5488], [2.9704, 6.9423, -1.2325], [1.5925, 6.7794, -0.2702], [1.4291, 6.6528, -2.0636], [3.1201, 4.6023, -1.7868], [2.4316, 4.5133, -0.1842], [2.1961, 2.3313, -1.5614], [0.7180, 2.2845, -2.5811], [3.3019, 3.6744, -3.5153], [2.8393, 2.0104, -3.9196], [1.8791, 3.4305, -4.4343], [0.0748, 5.0296, -0.3674], [0.1184, 3.2218, -0.1895], [-1.4205, 4.7456, -2.3161], [-2.1449, 4.1084, -0.8106], [-1.5596, 3.0336, -2.0569], [1.5739, -4.8858, 7.7282], [1.5630, -4.3838, 6.2971], [0.3246, -3.7294, 5.8898], [-0.9483, -4.3781, 6.2138], [-1.1840, -5.7620, 5.5832], [0.3126, -3.2025, 4.5239], [1.5920, -2.5078, 4.0456], [2.5265, -5.3404, 8.0016], [0.8480, -5.6847, 7.9042], [1.3931, -4.0602, 8.4188], [2.3616, -3.6552, 6.1737], [1.8982, -5.2329, 5.6722], [-1.7040, -3.6359, 5.9424], [-1.0610, -4.4829, 7.2956], [-0.3170, -6.4107, 5.7251], [-1.4310, -5.6401, 4.5250], [-2.0157, -6.2891, 6.0602], [-0.0002, -3.9566, 3.7838], [-0.5158, -2.4858, 4.4274], [2.4589, -3.1372, 4.2337], [1.5046, -2.3527, 2.9653], [1.7151, -1.5399, 4.5341], [3.4538, -6.7648, -1.0741], [2.5519, -7.5908, -0.1566], [1.2364, -7.0128, 0.0636], [0.4021, -6.8646, -1.1498], [0.1397, -8.1618, -1.9327], [0.5729, -7.7940, 1.1043], [-0.5102, -6.9996, 1.7924], [3.0235, -6.5746, -2.0559], [4.3903, -7.2951, -1.2247], [3.6150, -5.7885, -0.6078], [2.5651, -8.6194, -0.5561], [2.9943, -7.6920, 0.8375], [-0.5686, -6.4413, -0.8915], [0.9335, -6.1546, -1.7855], [-0.3814, -7.9815, -2.8703], [1.1024, -8.6084, -2.1783], [-0.4870, -8.8435, -1.3465], [1.3505, -8.0366, 1.8293], [0.1375, -8.7548, 0.7977], [-0.0746, -6.1906, 2.3794], [-1.1380, -7.6080, 2.4388], [-1.1603, -6.4988, 1.0681], [-2.3295, -0.1395, -0.1855], [-1.2510, -1.1473, -0.5232], [-0.0088, -1.0028, 0.2424], [0.9280, -2.1215, -0.0214], [0.4366, -3.4363, 0.5257], [0.6510, 0.2644, -0.0622], [1.8390, 0.5881, 0.8349], [-2.5920, -0.1794, 0.8741], [-3.2287, -0.2797, -0.7974], [-2.0574, 0.8880, -0.4449], [-1.6547, -2.1451, -0.3355], [-1.0103, -1.0764, -1.5946], [1.0658, -2.1693, -1.1104], [1.8504, -1.7967, 0.4681], [-0.4410, -3.8049, -0.0086], [1.2539, -4.1557, 0.5122], [0.1409, -3.2913, 1.5740], [-0.1178, 1.0412, -0.0033], [0.9580, 0.2683, -1.1185], [2.1510, 1.6268, 0.6617], [2.7504, 0.0242, 0.6070], [1.5557, 0.4451, 1.8783], [7.9092, 2.1080, 0.4978], [6.6509, 2.2388, -0.3237], [6.3877, 3.6459, -0.5830], [5.7036, 4.3027, 0.4996], [6.0686, 5.7707, 0.5052], [5.8839, 3.9619, -1.9037], [6.9848, 3.9529, -2.9669], [7.8609, 2.5139, 1.5185], [8.7058, 2.7143, 0.0611], [8.2560, 1.0753, 0.6185], [6.7786, 1.7337, -1.2857], [5.7899, 1.7736, 0.1777], [4.6080, 4.1985, 0.4726], [6.0255, 3.8553, 1.4408], [5.6887, 6.2622, -0.3909], [5.7778, 6.2924, 1.4173], [7.1509, 5.9003, 0.4655], [5.4657, 4.9685, -1.8889], [5.0671, 3.3004, -2.2125], [7.6961, 4.7609, -2.7951], [6.5715, 4.0018, -3.9752], [7.5548, 3.0172, -2.9327], [1.5020, -0.2699, -7.0704], [0.0224, -0.5443, -6.7913], [-0.3917, -0.3288, -5.3845], [0.4542, -1.0391, -4.4353], [0.3681, -2.5374, -4.6494], [-0.5384, 1.0694, -4.9827], [-1.6549, 1.8100, -5.6890], [1.6527, -0.2298, -8.1576], [2.1684, -1.0226, -6.6649], [1.7488, 0.6946, -6.6313], [-0.6736, 0.0909, -7.3490], [-0.2708, -1.5786, -7.0007], [0.0812, -0.7290, -3.4500], [1.5066, -0.6967, -4.4193], [-0.6910, -2.7692, -4.7749], [0.7333, -3.0336, -3.7508], [0.8959, -2.8201, -5.5603], [-0.7879, 1.0507, -3.9133], [0.4153, 1.6019, -5.0377], [-1.8532, 2.7579, -5.1874], [-1.3533, 2.0570, -6.7117], [-2.5262, 1.1509, -5.7256]], "forces_ev_per_angstrom": [[0.25, 0.39, -0.27], [-0.41, -0.20, 0.17], [0.27, 0.17, -0.18], [-0.23, 0.04, 0.31], [0.00, -0.11, -0.14], [0.19, -0.31, 0.09], [0.13, -0.29, 0.11], [0.27, -0.89, 0.59], [-0.37, 0.69, -0.69], [0.21, 0.17, -0.35], [-0.07, 0.50, 0.11], [-0.17, -0.09, 0.15], [-0.47, 0.52, -0.27], [-0.50, 0.67, 0.15], [-0.50, -0.51, 0.45], [-0.12, -0.11, 0.33], [0.58, 0.25, 0.40], [-0.34, 0.18, -0.79], [-0.23, 0.51, -0.39], [0.07, -0.23, 0.05], [0.14, -0.23, 0.18], [0.19, -0.25, 0.01], [0.29, -0.15, 0.07], [0.14, -0.29, -0.34], [-0.09, -0.18, -0.33], [0.30, 0.34, -0.53], [-0.19, 0.00, -0.12], [-0.01, 0.13, 0.03], [-0.01, -0.08, -0.11], [0.21, -0.15, 0.14], [0.39, 0.00, 0.34], [0.26, 0.23, 0.25], [0.08, -0.41, 0.42], [-0.24, -0.37, 0.00], [-0.14, -0.26, 0.46], [-0.10, -0.50, 0.11], [-0.57, 0.13, 1.41], [-0.62, -0.41, -0.26], [-0.48, 0.35, -0.44], [-0.20, 0.10, 0.86], [0.13, -0.50, -0.81], [0.22, 0.17, 0.03], [0.31, 0.11, -0.36], [-0.28, 0.14, -0.23], [0.10, 0.11, -0.20], [0.13, 0.49, -0.26], [-0.07, 0.36, -0.24], [0.35, -0.17, 0.11], [0.50, -0.22, 0.05], [0.27, 0.16, 0.26], [-0.06, -0.35, -0.06], [0.02, -0.30, -0.52], [0.48, 0.25, -0.51], [-0.12, 0.22, 0.38], [0.13, -0.18, 0.10], [0.08, 0.31, 0.05], [0.10, -0.04, -0.53], [0.80, 0.08, -0.25], [-0.24, -0.33, -0.16], [-0.29, -1.14, 0.06], [0.10, 0.52, 0.34], [-0.47, 0.68, 0.33], [0.68, 0.74, -0.13], [0.22, -0.17, 0.49], [-0.05, 0.43, 0.03], [-0.13, 0.28, -0.14], [-0.24, -0.23, -0.07], [-0.25, -0.24, 0.18], [-0.01, 0.44, -0.30], [0.02, 0.39, 0.11], [0.03, 0.25, 0.04], [-0.16, -0.15, 0.12], [-0.03, -0.11, -0.21], [0.19, -0.22, -0.05], [0.01, -0.06, -0.04], [-0.46, -0.34, -0.02], [0.39, -0.51, -0.17], [-0.28, -0.27, 0.33], [0.33, 0.36, -0.12], [0.37, 0.53, 0.25], [0.16, -0.98, -0.08], [0.54, -0.36, 0.37], [0.46, -0.14, -0.45], [-0.34, -0.66, -0.35], [0.81, 0.13, 0.43], [-0.12, 0.02, -0.32], [-0.01, 0.03, 0.22], [-0.27, -0.20, 0.15], [-0.22, -0.14, 0.12], [-0.25, 0.00, -0.03], [-0.37, 0.08, 0.06], [-0.06, 0.36, -0.02], [-0.49, 0.30, -0.24], [-0.13, -0.35, -0.06], [-0.02, 0.43, 0.31], [0.26, 0.14, -0.11], [-0.30, 0.34, 0.40], [-0.26, 0.10, -0.33], [-0.12, -0.08, -0.09], [0.01, 0.04, -0.11], [-0.56, 0.36, -0.33], [-0.22, -0.10, 0.31], [-0.71, 0.44, -0.36], [-0.07, -0.35, 0.39], [0.29, 0.42, -0.42], [-0.28, -0.35, 0.38], [0.79, 0.20, 0.20], [0.09, -0.25, 0.09], [0.14, 0.00, -0.02], [0.18, 0.10, 0.11], [0.04, 0.19, 0.07], [0.20, -0.19, -0.02], [0.11, 0.11, -0.41], [0.13, 0.14, 0.12], [-0.06, -0.13, -0.02], [0.04, -0.13, 0.00], [0.03, -0.12, 0.17], [0.03, -0.04, 0.07], [0.03, -0.09, 0.01], [-0.16, -0.12, 0.00], [-0.02, 0.01, 0.04], [-0.12, -0.11, -0.20], [-0.59, -0.24, 0.51], [0.85, 0.16, 0.00], [-0.15, -0.12, -0.29], [-0.46, 0.80, -0.97], [-0.60, -0.29, 0.06], [0.29, -0.37, 0.55], [0.77, 0.24, -0.09], [0.22, -0.11, 0.27], [0.22, 0.35, -0.31], [-0.01, -0.08, -0.42], [-0.46, 0.00, 0.13], [-0.18, -0.07, 0.14], [-0.18, -0.09, 0.21], [0.13, -0.20, 0.16], [0.06, -0.21, -0.15], [0.42, 0.31, -0.13], [0.02, 0.37, 0.10], [-0.25, -0.12, 0.19], [-0.12, -0.13, -0.35], [-0.16, -0.15, 0.26], [0.13, -0.01, 0.03], [-0.03, 0.04, 0.15], [-0.25, 0.20, -0.03], [0.39, -0.41, -0.17], [0.37, 0.39, -0.07], [-0.30, 0.54, 0.29], [-0.20, -0.20, 0.20], [0.22, -0.22, 0.45], [0.16, 0.14, 0.03], [0.32, -0.18, -0.06], [-0.13, 0.07, -0.30], [-0.33, -0.17, 0.13], [-0.24, 0.03, -0.02], [0.03, 0.35, 0.28], [-0.17, 0.07, -0.30], [0.03, -0.32, -0.01], [0.11, 0.08, -0.04], [0.07, 0.04, -0.23], [0.04, -0.34, -0.05], [-0.09, -0.06, 0.16], [-0.08, -0.02, -0.03], [-0.05, 0.02, -0.21], [0.05, -0.04, 0.02], [0.09, -0.01, 0.03], [0.64, -0.64, 0.83], [-0.28, 0.26, -0.47], [-0.27, -0.13, 0.50], [0.32, -0.50, 0.26], [0.10, -0.06, -0.42], [0.41, -0.08, -0.47], [0.00, -0.17, 0.09], [-0.10, 0.42, -0.05], [-0.17, -0.17, -0.28], [-0.11, -0.05, -0.19], [-0.19, 0.02, 0.22], [0.26, 0.00, -0.05], [0.09, 0.12, -0.05], [-0.04, 0.08, 0.00], [-0.16, 0.16, 0.04], [-0.07, 0.01, 0.06], [0.17, 0.12, 0.13], [-0.29, -0.03, 0.05], [0.00, 0.15, 0.05], [-0.20, 0.03, -0.21], [0.03, 0.05, 0.15], [-0.04, 0.33, -0.19], [0.32, 0.43, -0.10], [0.66, -0.12, 0.29], [0.12, 0.50, -0.54], [-0.86, 0.65, 0.74], [-0.11, 0.53, -0.54], [-0.21, -0.58, -0.54], [0.20, 0.08, -0.27], [0.02, -0.39, -0.26], [-0.47, -0.33, -0.14], [-0.02, 0.18, 0.18], [0.02, 0.34, 0.12], [-0.01, -0.06, -0.02], [0.02, -0.35, -0.21], [0.25, -0.38, 0.00], [0.08, -0.25, 0.25], [0.08, -0.05, -0.05], [-0.13, -0.31, 0.21], [-0.20, -0.26, 0.37], [0.21, 0.34, 0.25], [-0.18, 0.19, 0.03], [-0.02, 0.12, 0.04], [0.25, -0.22, 0.07], [-0.22, -0.01, 0.35], [0.16, -0.25, -0.14], [0.10, 0.11, 0.00], [0.31, -0.09, 0.43], [-0.29, 0.40, -0.10], [-0.32, 0.18, -0.31], [-0.67, -0.30, 0.05], [0.20, 0.20, -0.24], [-0.17, 0.24, -0.05], [-0.15, -0.11, 0.06], [0.05, 0.13, 0.19], [-0.45, -0.07, -0.28], [-0.21, -0.31, -0.22], [0.31, 0.10, 0.05], [0.10, 0.12, -0.23], [0.23, -0.35, 0.03], [-0.06, 0.23, -0.03], [0.42, -0.41, 0.02], [0.10, 0.09, 0.34], [0.17, 0.21, -0.13], [0.13, 0.11, 0.19], [0.11, -0.12, 0.02], [-0.34, 0.28, 0.53], [0.51, -0.09, -0.71], [-0.55, -0.70, -0.06], [0.35, -0.28, -0.20], [0.19, 0.21, 0.35], [-0.24, 0.16, 0.41], [-0.26, 0.65, -0.06], [-0.11, -0.19, -0.02], [0.20, 0.12, 0.05], [0.25, -0.01, -0.13], [-0.46, -0.04, 0.06], [0.25, 0.17, -0.15], [0.20, 0.29, 0.19], [-0.24, 0.11, -0.07], [-0.06, 0.23, -0.03], [-0.13, -0.37, -0.03], [0.30, -0.06, -0.15], [-0.09, -0.16, 0.16], [0.26, -0.03, -0.42], [0.01, 0.05, 0.16], [0.01, -0.09, 0.08], [-0.02, -0.20, 0.07], [-0.25, 0.59, -0.18], [0.38, -0.03, -0.04], [-0.02, -0.25, 0.41], [-0.81, 1.18, 0.15], [0.05, 0.14, 0.52], [-0.27, -0.18, -0.36], [0.10, 0.43, -0.28], [-0.02, 0.03, -0.08], [0.07, -0.42, 0.20], [0.24, -0.02, 0.22], [0.17, 0.06, -0.12], [-0.12, -0.12, -0.20], [0.41, -0.17, -0.17], [0.06, -0.55, -0.22], [0.20, -0.21, -0.09], [-0.21, -0.29, -0.18], [0.03, -0.06, -0.18], [0.29, 0.06, 0.29], [0.21, 0.02, -0.17], [-0.27, -0.05, 0.24], [-0.27, -0.23, 0.08], [0.17, 0.05, 0.07], [0.90, -0.04, 0.69], [-0.15, 0.33, -0.23], [0.13, -0.19, -0.17], [0.07, 0.44, 0.33], [0.48, 0.44, 0.11], [0.16, 0.10, -0.42], [0.10, -0.54, 0.17], [-0.53, -0.08, -0.15], [0.00, -0.27, -0.35], [-0.08, 0.07, -0.20], [0.01, -0.04, 0.12], [-0.04, -0.17, -0.02], [-0.07, -0.17, -0.12], [0.06, -0.09, 0.01], [-0.23, 0.26, 0.27], [-0.49, 0.03, -0.17], [0.12, -0.27, -0.07], [-0.09, -0.03, 0.09], [-0.09, -0.23, 0.04], [-0.08, 0.06, -0.08], [-0.05, 0.24, 0.03], [-0.06, 0.07, 0.08], [-0.70, 0.26, -0.60], [-0.72, -0.05, 1.07], [0.20, 0.11, -0.11], [-0.04, 0.52, 0.27], [-0.41, 0.53, 0.33], [0.05, -0.32, 0.47], [0.49, -0.14, -0.53], [0.13, 0.08, 0.25], [0.01, -0.15, 0.15], [0.28, 0.10, -0.11], [0.48, -0.09, -0.37], [0.26, 0.11, -0.32], [0.00, -0.48, -0.01], [-0.08, -0.04, -0.24], [0.01, -0.25, 0.00], [0.23, -0.31, -0.25], [0.17, -0.31, 0.22], [0.04, -0.07, -0.07], [0.13, 0.29, -0.15], [-0.21, -0.12, 0.06], [-0.21, -0.01, 0.00], [-0.11, 0.32, 0.05]]}